[1]
ORCA calculation (ωB97M-V with the def2-TZVPD basis set) on 2 unconnected molecules or ions with the total composition C4H11NO2 in a non-equilibrium geometry.

```
18
Properties=species:S:1:pos:R:3
C 1.025 0.708 0.822
C 0.099 1.624 1.596
C 0.534 0.451 -0.610
N -0.611 -0.267 -0.740
C -1.151 -0.467 -2.094
O 1.126 0.993 -1.543
H 1.326 -0.231 1.295
H 1.993 1.207 0.704
H 0.434 1.999 2.566
H -0.071 2.494 0.959
H -0.818 1.095 1.885
H -0.906 -0.740 0.108
H -1.008 -1.527 -2.314
H -0.581 0.101 -2.809
H -2.225 -0.299 -2.032
H -0.200 -2.717 1.111
H -1.161 -1.756 1.889
O -0.347 -2.300 1.975
```

As for the expectation value of S²: 0.750. Its spin multiplicity is 2. As for the energy above the lowest of the compared OMol25 structures with the same formula, charge and spin: 14.5 kcal per mole. As for the total energy: -364.2155 hartree. The net charge is -1. The calculation puts the gap between HOMO and LUMO (alpha / beta) at 3.5 / 9.8 eV. The value obtained for the LUMO energy (alpha / beta) is 4.14 / 3.83 eV. The HOMO energy (alpha / beta) is 0.65 / -5.93 eV. The value obtained for the largest force on an atom is 2.4 eV Å⁻¹.

---

[2]
ORCA calculation (ωB97M-V with the def2-TZVPD basis set) on 2 unconnected molecules or ions with the total composition C4H11NO2 in a non-equilibrium geometry.

```
18
Properties=species:S:1:pos:R:3
C 0.744 0.111 1.375
C -0.041 0.258 0.057
N 0.725 0.293 -1.102
C 0.090 0.905 -2.245
C 1.954 -0.436 -1.292
O -1.241 0.386 -0.005
H 0.063 0.531 2.101
H 1.158 -0.880 1.491
H 1.563 0.790 1.191
H -0.773 0.321 -2.584
H 0.806 1.033 -3.050
H -0.358 1.848 -1.925
H 2.755 0.194 -1.670
H 2.316 -0.801 -0.331
H 1.789 -1.334 -1.893
H -2.870 -1.445 2.653
H -1.372 -1.599 3.006
O -2.062 -0.950 2.832
```

Its SMILES is CC(=O)N(C)C.O. Its spin multiplicity is 1. As for the energy above the lowest of the compared OMol25 structures with the same formula, charge and spin: 24.9 kcal per mole. As for the total energy: -364.2285 hartree. The calculation puts the gap between HOMO and LUMO at 9.7 eV. The value obtained for the LUMO energy is 0.80 eV. The HOMO energy is -8.88 eV. The value obtained for the largest force on an atom is 2.1 eV Å⁻¹.

---

[3]
ORCA calculation (ωB97M-V with the def2-TZVPD basis set) on 2 unconnected molecules or ions with the total composition C4H11NO2 in a non-equilibrium geometry.

```
18
Properties=species:S:1:pos:R:3
C 1.069 -0.127 -1.919
C -0.452 0.031 -1.818
C -2.432 -0.234 -0.409
C 1.425 0.684 2.342
H 1.576 -0.441 -1.028
H 1.508 0.797 -2.202
H 1.265 -0.837 -2.710
H -0.397 -0.552 0.114
H -2.896 0.693 -0.724
H -2.950 -1.048 -0.969
H -2.630 -0.330 0.674
H 1.356 -1.245 2.717
H 0.991 1.321 1.572
H 1.102 0.967 3.372
H 2.542 0.755 2.355
N -1.008 -0.224 -0.612
O -1.098 0.474 -2.757
O 1.029 -0.685 2.002
```

Its SMILES is CNC(C)=O.CO. Its spin multiplicity is 1. As for the energy above the lowest of the compared OMol25 structures with the same formula, charge and spin: 19.2 kcal per mole. As for the total energy: -364.2376 hartree. The calculation puts the gap between HOMO and LUMO at 9.9 eV. The value obtained for the LUMO energy is 0.51 eV. The HOMO energy is -9.39 eV. The value obtained for the largest force on an atom is 1.3 eV Å⁻¹.

---

[4]
ORCA calculation (ωB97M-V with the def2-TZVPD basis set) on 2 unconnected molecules or ions with the total composition C4H11NO2 in a non-equilibrium geometry.

```
18
Properties=species:S:1:pos:R:3
O -0.467 1.480 -0.636
C -0.562 0.495 -1.512
O -1.285 -0.489 -1.373
C 0.236 0.827 -2.779
H -0.180 0.434 -3.714
H 0.325 1.942 -2.840
H 1.253 0.400 -2.662
C 1.089 -1.076 0.961
C 0.190 -0.427 2.109
N -1.074 0.052 1.480
H 1.777 -1.878 1.320
H 0.439 -1.565 0.235
H 1.713 -0.280 0.463
H -0.049 -1.100 2.943
H 0.657 0.503 2.533
H -0.793 1.144 0.257
H -1.730 0.332 2.191
H -1.536 -0.793 1.024
```

Its SMILES is CC(=O)O.CCN. Its spin multiplicity is 1. As for the energy above the lowest of the compared OMol25 structures with the same formula, charge and spin: 9.3 kcal per mole. As for the total energy: -364.2534 hartree. The calculation puts the gap between HOMO and LUMO at 10.7 eV. The value obtained for the LUMO energy is 0.91 eV. The HOMO energy is -9.75 eV. The value obtained for the largest force on an atom is 2.1 eV Å⁻¹.

---

[5]
ORCA calculation (ωB97M-V with the def2-TZVPD basis set) on 2 unconnected molecules or ions with the total composition C4H11NO2 in a non-equilibrium geometry.

```
18
Properties=species:S:1:pos:R:3
C -1.904 -1.334 -2.364
C -1.568 -1.008 -0.880
O -2.077 -0.132 -0.333
O -0.676 -1.921 -0.421
H -2.935 -1.311 -2.446
H -1.613 -2.381 -2.637
H -1.290 -0.711 -3.051
C 0.718 0.523 1.097
C 1.071 2.017 1.528
N 1.816 -0.117 0.590
H 0.424 0.096 2.128
H -0.120 0.681 0.379
H 0.376 2.381 2.197
H 1.237 2.734 0.738
H 2.262 -0.705 1.175
H -0.176 -1.483 0.327
H 2.367 0.511 -0.060
H 2.089 2.160 2.034
```

Its SMILES is CC(=O)O.CCN. Its spin multiplicity is 1. As for the energy above the lowest of the compared OMol25 structures with the same formula, charge and spin: 42.7 kcal per mole. As for the total energy: -364.2002 hartree. The calculation puts the gap between HOMO and LUMO at 9.9 eV. The value obtained for the LUMO energy is 0.89 eV. The HOMO energy is -8.98 eV. The value obtained for the largest force on an atom is 6.4 eV Å⁻¹.

---

[6]
ORCA calculation (ωB97M-V with the def2-TZVPD basis set) on 3 unconnected molecules or ions with the total composition C4H11NO2 in a non-equilibrium geometry.

```
18
Properties=species:S:1:pos:R:3
N -2.086 1.243 0.441
C -1.477 0.197 -0.300
C -1.504 0.207 -1.644
C -0.169 -1.962 -0.048
C -0.734 -0.839 0.390
H -1.536 2.097 0.471
H -2.213 1.014 1.422
H -1.357 -0.677 -2.243
H -1.590 1.161 -2.156
H 0.284 -2.579 0.717
H -0.122 -2.312 -1.065
H -0.540 -0.552 1.425
H 2.217 0.931 -1.305
H 0.764 1.013 -0.887
O 1.649 1.271 -0.585
H 2.520 0.346 1.202
H 3.019 -0.112 2.536
O 2.873 -0.448 1.627
```

Its SMILES is C=CC(=C)N.O.O. Its spin multiplicity is 1. As for the energy above the lowest of the compared OMol25 structures with the same formula, charge and spin: 57.1 kcal per mole. As for the total energy: -364.1772 hartree. The calculation puts the gap between HOMO and LUMO at 8.9 eV. The value obtained for the LUMO energy is 0.45 eV. The HOMO energy is -8.47 eV. The value obtained for the largest force on an atom is 1.5 eV Å⁻¹.

---

[7]
ORCA calculation (ωB97M-V with the def2-TZVPD basis set) on 2 unconnected molecules or ions with the total composition C4H11NO2 in a non-equilibrium geometry.

```
18
Properties=species:S:1:pos:R:3
C 1.643 0.092 -1.019
C 0.159 0.117 -0.683
C -0.740 -0.427 -1.785
N -0.118 -0.770 0.488
H 2.286 0.506 -0.165
H 1.982 -0.992 -1.155
H 1.825 0.645 -1.938
H -0.087 1.131 -0.336
H -0.459 -1.448 -2.075
H -0.734 0.200 -2.669
H -1.800 -0.462 -1.454
H 0.419 -0.514 1.405
H -1.028 -0.422 0.829
H -0.043 -1.737 0.221
O 0.351 0.484 2.672
C -0.821 1.057 2.584
O -1.756 0.703 1.780
H -1.081 1.837 3.299
```

Its spin multiplicity is 1. As for the energy above the lowest of the compared OMol25 structures with the same formula, charge and spin: 18.2 kcal per mole. As for the total energy: -364.2392 hartree. The calculation puts the gap between HOMO and LUMO at 10.2 eV. The value obtained for the LUMO energy is 0.66 eV. The HOMO energy is -9.51 eV. The value obtained for the largest force on an atom is 2.8 eV Å⁻¹.

---

[8]
ORCA calculation (ωB97M-V with the def2-TZVPD basis set) on a single C4H11NO2 molecule in a non-equilibrium geometry.

```
18
Properties=species:S:1:pos:R:3
C -1.146 -0.972 1.282
O -1.855 -2.183 0.903
C -0.393 -0.448 0.033
C 0.071 0.997 0.336
C 0.562 1.725 -0.901
O 1.726 1.053 -1.443
N 0.581 -1.493 -0.295
H -1.962 -0.279 1.425
H -0.431 -1.217 2.068
H -1.426 -2.480 0.092
H -1.046 -0.383 -0.846
H 0.864 0.859 1.092
H -0.820 1.522 0.698
H 0.874 2.744 -0.652
H -0.237 1.701 -1.648
H 1.073 -1.752 0.556
H 2.294 1.749 -1.767
H 1.271 -1.143 -0.933
```

Its SMILES is N[C@@H](CO)CCO. Its spin multiplicity is 1. As for the energy above the lowest of the compared OMol25 structures with the same formula, charge and spin: 35.0 kcal per mole. As for the total energy: -364.2124 hartree. The calculation puts the gap between HOMO and LUMO at 10.2 eV. The value obtained for the LUMO energy is 0.74 eV. The HOMO energy is -9.43 eV. The value obtained for the largest force on an atom is 3.2 eV Å⁻¹.

---

[9]
ORCA calculation (ωB97M-V with the def2-TZVPD basis set) on 2 unconnected molecules or ions with the total composition C4H11NO2 in a non-equilibrium geometry.

```
18
Properties=species:S:1:pos:R:3
C -1.323 1.382 -1.401
C -0.261 0.586 -0.694
C 1.211 0.805 -1.127
O 1.133 1.063 1.671
N -0.572 -0.820 -0.587
C 0.171 -1.564 0.420
O -0.443 -1.482 1.697
H -1.165 2.446 -1.240
H -1.328 1.172 -2.472
H -2.311 1.120 -1.016
H -0.146 0.872 0.428
H 1.392 1.762 -1.614
H 1.542 -0.024 -1.756
H 1.668 0.790 -0.154
H -1.532 -1.111 -0.697
H 0.201 -2.628 0.173
H 1.191 -1.193 0.409
H -0.113 -0.659 2.074
```

Its spin multiplicity is 1. As for the energy above the lowest of the compared OMol25 structures with the same formula, charge and spin: 170.3 kcal per mole. As for the total energy: -363.9968 hartree. The calculation puts the gap between HOMO and LUMO at 6.5 eV. The value obtained for the LUMO energy is -3.13 eV. The HOMO energy is -9.65 eV. The value obtained for the largest force on an atom is 2.1 eV Å⁻¹.

---

[10]
ORCA calculation (ωB97M-V with the def2-TZVPD basis set) on 2 unconnected molecules or ions with the total composition C4H11NO2.

```
18
Properties=species:S:1:pos:R:3
O 4.610 -0.300 0.769
C 3.390 -0.382 0.755
N 2.594 0.289 -0.112
C 3.152 1.177 -1.114
H 2.813 -1.024 1.464
H 1.582 0.155 -0.045
H 3.720 1.996 -0.641
H 2.331 1.615 -1.707
H 3.824 0.629 -1.795
O -2.295 -0.274 0.121
C -3.136 0.436 1.009
C -3.001 -1.338 -0.486
H -2.542 1.251 1.454
H -3.509 -0.212 1.820
H -4.001 0.876 0.485
H -3.368 -2.061 0.261
H -3.859 -0.973 -1.074
H -2.304 -1.858 -1.166
```

Its SMILES is CNC=O.COC. Its spin multiplicity is 1. As for the energy above the lowest of the compared OMol25 structures with the same formula, charge and spin: 34.4 kcal per mole. As for the total energy: -364.2134 hartree. The calculation puts the gap between HOMO and LUMO at 10.4 eV. The value obtained for the LUMO energy is 0.64 eV. The HOMO energy is -9.75 eV. The value obtained for the largest force on an atom is 0.8 eV Å⁻¹.

---

[11]
ORCA calculation (ωB97M-V with the def2-TZVPD basis set) on a single C4H11NO2 molecule in a non-equilibrium geometry.

```
18
Properties=species:S:1:pos:R:3
C -0.914 -1.466 -0.298
O -0.374 -2.588 -1.054
C 0.128 -0.301 -0.433
C -0.416 0.876 0.401
C 0.064 2.200 -0.138
O -0.450 0.852 1.828
N 1.318 -0.864 0.180
H -1.173 -1.625 0.739
H -1.805 -1.252 -0.872
H 0.351 0.082 -1.433
H -1.511 0.880 0.139
H -0.046 2.991 0.595
H -0.439 2.656 -1.020
H 1.144 2.208 -0.257
H 0.031 0.081 2.152
H 1.782 -1.529 -0.431
H 2.101 -0.201 0.307
H 0.211 -2.997 -0.404
```

Its SMILES is C[C@H](O)[C@@H](N)CO. Its spin multiplicity is 1. As for the energy above the lowest of the compared OMol25 structures with the same formula, charge and spin: 41.5 kcal per mole. As for the total energy: -364.2020 hartree. The calculation puts the gap between HOMO and LUMO at 10.6 eV. The value obtained for the LUMO energy is 0.82 eV. The HOMO energy is -9.83 eV. The value obtained for the largest force on an atom is 3.4 eV Å⁻¹.

---

[12]
ORCA calculation (ωB97M-V with the def2-TZVPD basis set) on a single C4H11NO2 molecule in a non-equilibrium geometry.

```
18
Properties=species:S:1:pos:R:3
C -0.605 0.777 1.523
O -1.232 0.205 2.674
C 0.142 -0.263 0.769
C 1.020 0.468 -0.364
C 0.973 -0.245 -1.701
O -0.237 -0.407 -2.316
N -0.842 -1.336 0.452
H 0.134 1.491 2.000
H -1.377 0.993 0.723
H -2.035 0.697 2.937
H 0.889 -0.742 1.422
H 0.762 1.526 -0.634
H 2.020 0.503 -0.017
H 1.683 0.328 -2.370
H 1.343 -1.244 -1.512
H -1.678 -0.782 0.131
H -0.312 -0.351 -3.243
H -0.650 -1.620 -0.475
```

Its SMILES is N[C@H](CO)CCO. Its spin multiplicity is 1. As for the energy above the lowest of the compared OMol25 structures with the same formula, charge and spin: 62.1 kcal per mole. As for the total energy: -364.1692 hartree. The calculation puts the gap between HOMO and LUMO at 10.1 eV. The value obtained for the LUMO energy is 0.71 eV. The HOMO energy is -9.44 eV. The value obtained for the largest force on an atom is 3.3 eV Å⁻¹.